No. 1
DFT (ωB97M-V/def2-TZVPD) results for one molecule with the formula C5H11N3Si in a non-equilibrium geometry.

```
20
Properties=species:S:1:pos:R:3:forces:R:3:nbo_charge:R:1
N -3.1946 -0.5898 -0.1699 -2.6 -1.3 -0.1 -0.137
H 1.4822 2.6745 0.1781 0.4 -2.1 -1.5 0.260
C 1.2667 -1.4609 -1.0968 0.2 3.2 -2.7 -1.089
H 1.1562 0.1911 2.3740 0.6 0.8 0.3 0.230
C 1.1414 -0.5615 1.6045 -0.5 2.5 -0.4 -1.101
H 2.0294 -1.1165 1.6384 1.1 -1.0 0.1 0.231
H -3.9394 -1.2862 -0.4897 1.3 1.7 1.1 0.410
Si 0.7721 0.0981 -0.1244 -1.8 -0.5 1.0 1.560
H 2.3186 -1.4512 -1.3163 1.0 -0.3 0.8 0.236
H -2.0631 2.0024 0.9350 0.4 2.6 0.9 0.207
C 1.6477 1.7504 -0.5368 -0.3 -0.1 0.9 -1.102
H 2.6952 1.4120 -0.5995 0.0 0.6 0.4 0.237
H 0.2835 -1.0526 1.9405 -1.3 -1.7 0.1 0.244
C -1.2562 0.2425 -0.1455 0.6 -0.5 0.6 -0.282
H 1.3790 1.9677 -1.5641 -0.2 0.5 -0.2 0.238
C -2.2066 1.1962 0.3323 -1.2 -4.4 -0.8 -0.115
N -1.9741 -0.8964 -0.3906 2.5 0.7 -1.2 -0.261
H 0.9225 -2.3782 -0.7534 -0.6 -1.5 0.9 0.248
N -3.4460 0.5901 0.3474 1.2 1.1 -0.6 -0.249
H 0.9858 -1.3315 -2.1630 -0.7 -0.3 0.4 0.235
```
Forces are in eV/Å.

Calculated values
2S+1 = 1
Kohn-Sham gap = 10.50 eV
highest occupied orbital energy = -9.62 eV
SMILES = C[Si](C)(C)c1cn[nH]n1
energy above the lowest of the compared OMol25 structures with the same formula, charge and spin = 2.226 eV
LUMO = 0.0320 hartree



No. 2
DFT (ωB97M-V/def2-TZVPD) results for C3H6AsF6O3Rb as an isolated structure in a non-equilibrium geometry.

```
20
Properties=species:S:1:pos:R:3:forces:R:3:nbo_charge:R:1
O -26.9855 20.6114 -22.9800 -1.0 -0.2 1.0 -0.493
C -25.7217 21.1490 -22.6706 0.9 -0.5 0.9 -0.262
H -25.6522 21.6004 -21.6809 -0.7 0.7 -0.2 0.185
O -27.5801 20.4317 -20.7291 -0.3 -0.2 -2.6 -0.675
F -29.2906 29.1180 -23.9319 -0.4 -1.3 1.8 -0.643
As -29.5864 28.0108 -22.4800 -1.1 0.7 -2.0 2.803
H -30.2179 20.4712 -21.0718 -0.3 0.3 -0.6 0.200
H -25.0225 20.3311 -22.4963 0.2 -0.3 -0.7 0.179
H -25.4057 21.8013 -23.4846 -0.1 -0.1 0.2 0.207
H -29.7966 18.9427 -20.6194 0.8 -0.7 -0.6 0.202
F -28.0588 28.5060 -21.8511 0.3 -0.1 0.1 -0.632
H -30.7997 19.0938 -22.1098 0.3 0.2 0.0 0.209
C -27.8029 20.2619 -21.9384 1.8 0.8 1.5 0.990
F -28.8495 26.6816 -23.4557 -0.4 1.0 1.4 -0.635
C -29.9765 19.5126 -21.5310 0.1 0.7 0.2 -0.269
F -31.1489 27.5365 -23.1573 1.0 0.0 0.7 -0.617
F -29.7558 26.9867 -21.0011 0.0 0.6 -1.4 -0.647
Rb -25.1004 25.3116 -18.3495 -0.2 0.1 -0.2 0.999
O -28.8550 19.7077 -22.4649 -1.6 -0.7 0.8 -0.473
F -30.4342 29.3504 -21.6726 0.8 -1.0 -0.3 -0.628
```
Forces are in eV/Å.

Calculated values
2S+1 = 1
Kohn-Sham gap = 8.10 eV
highest occupied orbital energy = -10.57 eV
energy above the lowest of the compared OMol25 structures with the same formula, charge and spin = 3.111 eV
LUMO = -0.0905 hartree